Arrangement i

This record from the OMol25 dataset describes 2 unconnected molecules or ions with the total composition C6H14O. The level of theory is ωB97M-V/def2-TZVPD.

- E_HOMO (hartree) = -0.3951
- LUMO level (eV) = 0.97
- frontier orbital gap (eV) = 11.72

The geometry in ORCA input format:
```
! wB97M-V def2-TZVPD RIJCOSX def2/J DEFGRID3
* xyz 0 1
C 2.24 1.64 0.30
C 0.87 1.01 0.40
C 0.63 -0.49 0.57
C -0.02 0.95 -0.83
C -0.84 -0.14 -0.17
C -1.74 -0.94 -1.14
O -1.53 -2.08 1.59
H 2.81 1.56 1.23
H 2.10 2.71 0.08
H 2.82 1.20 -0.52
H 0.31 1.49 1.22
H 0.84 -0.85 1.60
H 1.28 -1.09 -0.08
H -0.72 -1.58 1.41
H 0.54 0.48 -1.65
H -0.53 1.85 -1.18
H -1.50 0.30 0.59
H -1.26 -1.81 -1.60
H -2.02 -0.27 -1.98
H -2.69 -1.26 -0.69
H -1.58 -2.68 0.85
*
```

Arrangement ii

This record from the OMol25 dataset describes C6H14O in the gas phase. The level of theory is ωB97M-V/def2-TZVPD.

- E_HOMO (hartree) = -0.3573
- LUMO level (eV) = 1.18
- frontier orbital gap (eV) = 10.91

The geometry in ORCA input format:
```
! wB97M-V def2-TZVPD RIJCOSX def2/J DEFGRID3
* xyz 0 1
C 1.41 -0.85 -3.28
C 1.12 0.20 -2.20
C 0.05 -0.23 -1.19
O 0.42 0.15 0.11
C -0.62 -0.06 1.03
C -0.29 0.63 2.34
C -1.41 0.49 3.36
H 0.50 -1.36 -3.60
H 1.84 -0.37 -4.17
H 2.12 -1.61 -2.94
H 2.03 0.44 -1.65
H 0.78 1.13 -2.66
H -0.14 -1.31 -1.23
H -0.90 0.27 -1.44
H -0.78 -1.15 1.19
H -1.56 0.34 0.63
H -0.10 1.69 2.11
H 0.65 0.22 2.73
H -1.56 -0.55 3.65
H -2.36 0.86 2.95
H -1.20 1.07 4.26
*
```

If we sort the structures by their calculated energies, the order from most to least stable is arrangement ii, arrangement i.

Arrangement i

This record from the OMol25 dataset describes C6H14O in the gas phase. The level of theory is ωB97M-V/def2-TZVPD.

- E_HOMO (hartree) = -0.3569
- LUMO level (eV) = 1.13
- frontier orbital gap (eV) = 10.84

The geometry in ORCA input format:
```
! wB97M-V def2-TZVPD RIJCOSX def2/J DEFGRID3
* xyz 0 1
C 2.30 -2.70 -0.24
C 1.21 -1.97 0.56
C 0.90 -0.59 -0.02
C -0.29 0.19 0.58
C -0.41 1.52 -0.23
O -1.73 2.05 -0.27
C -2.17 3.16 -1.06
H 2.51 -3.69 0.16
H 3.24 -2.14 -0.25
H 2.00 -2.83 -1.29
H 0.29 -2.57 0.54
H 1.52 -1.90 1.61
H 1.81 0.02 0.01
H 0.65 -0.73 -1.08
H -0.16 0.30 1.67
H -1.20 -0.42 0.47
H 0.33 2.24 0.14
H -0.08 1.23 -1.24
H -1.80 4.16 -0.77
H -3.25 3.18 -0.92
H -2.02 3.09 -2.16
*
```

Arrangement ii

This record from the OMol25 dataset describes C6H14O in the gas phase. The level of theory is ωB97M-V/def2-TZVPD.

- E_HOMO (hartree) = -0.3591
- LUMO level (eV) = 0.93
- frontier orbital gap (eV) = 10.70

The geometry in ORCA input format:
```
! wB97M-V def2-TZVPD RIJCOSX def2/J DEFGRID3
* xyz 0 1
C 2.55 -1.29 -0.40
O 1.18 -1.06 -0.60
C 0.80 0.27 -0.33
C -0.67 0.32 0.09
C -1.07 1.78 0.33
C -1.55 -0.27 -1.02
C -0.84 -0.49 1.38
H 2.83 -1.10 0.65
H 3.18 -0.66 -1.05
H 2.74 -2.34 -0.63
H 0.97 0.90 -1.22
H 1.42 0.68 0.49
H -0.45 2.23 1.12
H -2.11 1.84 0.65
H -0.96 2.38 -0.58
H -1.25 -1.30 -1.25
H -1.47 0.32 -1.94
H -2.60 -0.28 -0.72
H -0.46 -1.50 1.25
H -1.90 -0.55 1.67
H -0.29 -0.01 2.20
*
```

Arrangement iii

This record from the OMol25 dataset describes C6H14O in the gas phase. The level of theory is ωB97M-V/def2-TZVPD.

- E_HOMO (hartree) = -0.3610
- LUMO level (eV) = 1.13
- frontier orbital gap (eV) = 10.95

The geometry in ORCA input format:
```
! wB97M-V def2-TZVPD RIJCOSX def2/J DEFGRID3
* xyz 0 1
C 2.70 -1.01 1.69
C 2.00 0.32 1.32
C 1.03 0.05 0.16
C -0.23 0.91 0.04
C -1.20 0.16 -0.86
O -2.42 0.84 -1.00
C -3.33 0.10 -1.77
H 3.50 -0.94 2.43
H 3.13 -1.45 0.78
H 1.93 -1.69 2.06
H 1.48 0.72 2.20
H 2.75 1.07 1.06
H 1.59 0.08 -0.78
H 0.67 -0.99 0.22
H -0.02 1.90 -0.39
H -0.70 1.08 1.01
H -0.73 -0.02 -1.84
H -1.38 -0.84 -0.42
H -2.95 -0.08 -2.79
H -4.26 0.66 -1.83
H -3.54 -0.88 -1.31
*
```

If we sort the structures by their calculated energies, the order from most to least stable is arrangement ii, arrangement iii, arrangement i.

Arrangement i

This record from the OMol25 dataset describes C6H14O in the gas phase. The level of theory is ωB97M-V/def2-TZVPD.

- E_HOMO (hartree) = -0.3766
- LUMO level (eV) = 0.97
- frontier orbital gap (eV) = 11.21

The geometry in ORCA input format:
```
! wB97M-V def2-TZVPD RIJCOSX def2/J DEFGRID3
* xyz 0 1
C -1.40 -0.86 -1.04
C -1.15 -0.38 0.39
C -2.29 0.53 0.84
C 0.19 0.35 0.59
C 1.34 -0.04 -0.33
C 2.60 0.76 -0.01
O 1.57 -1.43 -0.18
H -2.38 -1.34 -1.12
H -0.64 -1.59 -1.34
H -1.38 -0.03 -1.76
H -1.15 -1.28 1.03
H -3.26 0.02 0.82
H -2.36 1.40 0.18
H -2.13 0.91 1.86
H 0.53 0.20 1.62
H 0.04 1.43 0.46
H 1.04 0.18 -1.37
H 2.93 0.52 1.01
H 2.41 1.84 -0.07
H 3.41 0.52 -0.70
H 2.27 -1.68 -0.80
*
```

Arrangement ii

This record from the OMol25 dataset describes 2 unconnected molecules or ions with the total composition C6H14O. The level of theory is ωB97M-V/def2-TZVPD.

- E_HOMO (hartree) = -0.3325
- LUMO level (eV) = 0.76
- frontier orbital gap (eV) = 9.81

The geometry in ORCA input format:
```
! wB97M-V def2-TZVPD RIJCOSX def2/J DEFGRID3
* xyz 0 1
C 1.18 0.30 2.02
C 0.15 -0.54 1.26
C -0.59 0.25 0.21
C -1.35 1.28 0.55
C -0.56 -0.26 -1.22
C -1.86 -0.99 -1.60
H 0.70 1.04 2.66
H 1.89 0.75 1.31
H 1.77 -0.35 2.67
H 0.68 -1.36 0.78
H -0.57 -0.89 2.00
H -1.39 1.59 1.59
H -1.97 1.84 -0.14
H 0.31 -0.93 -1.35
H -0.27 0.58 -1.86
H -1.67 -1.93 -2.10
H -2.53 -0.37 -2.18
H -2.40 -1.24 -0.68
H 3.07 0.36 -0.58
H 2.74 0.09 -2.01
O 2.66 0.78 -1.34
*
```

If we sort the structures by their calculated energies, the order from most to least stable is arrangement i, arrangement ii.

Arrangement i

This record from the OMol25 dataset describes 2 unconnected molecules or ions with the total composition C6H14O. The level of theory is ωB97M-V/def2-TZVPD.

- E_HOMO (hartree) = -0.3115
- LUMO level (eV) = 0.64
- frontier orbital gap (eV) = 9.11

The geometry in ORCA input format:
```
! wB97M-V def2-TZVPD RIJCOSX def2/J DEFGRID3
* xyz 0 1
C 1.14 1.27 1.58
C -0.22 0.72 1.20
C -0.39 0.36 -0.38
C -1.17 -0.81 -0.72
C -2.48 -1.10 -0.20
C -2.92 -2.43 -0.03
H 1.85 0.43 1.76
H 1.25 1.80 2.67
H 1.49 1.89 0.82
H -0.97 1.53 1.34
H -0.53 -0.11 1.84
H 0.64 0.26 -0.69
H -0.76 1.24 -0.94
H -0.63 -1.62 -1.37
H -2.76 -0.31 0.60
H -2.59 -2.58 1.01
H -2.44 -3.27 -0.58
H -4.06 -2.53 0.05
H 5.60 1.06 -2.52
H 4.50 2.18 -2.87
O 5.48 2.03 -2.59
*
```

Arrangement ii

This record from the OMol25 dataset describes C6H14O in the gas phase. The level of theory is ωB97M-V/def2-TZVPD.

- E_HOMO (hartree) = -0.3597
- LUMO level (eV) = 1.12
- frontier orbital gap (eV) = 10.91

The geometry in ORCA input format:
```
! wB97M-V def2-TZVPD RIJCOSX def2/J DEFGRID3
* xyz 0 1
C 2.64 1.37 -0.09
C 1.55 1.39 0.97
C 0.87 0.01 1.15
C -0.65 0.00 0.94
C -1.10 -0.98 -0.14
O -2.31 -0.53 -0.69
C -2.72 -1.31 -1.78
H 3.13 2.34 -0.17
H 2.22 1.11 -1.07
H 3.40 0.62 0.15
H 1.96 1.75 1.92
H 0.81 2.15 0.68
H 1.33 -0.70 0.44
H 1.13 -0.40 2.13
H -0.99 0.99 0.61
H -1.18 -0.21 1.88
H -0.34 -1.05 -0.94
H -1.23 -2.01 0.26
H -1.93 -1.39 -2.55
H -3.59 -0.83 -2.21
H -2.98 -2.34 -1.48
*
```

If we sort the structures by their calculated energies, the order from most to least stable is arrangement ii, arrangement i.